# 1
Formula: C18H52F4N8O10P2V2
Source: the Open Molecules 2025 dataset
Level of theory: ωB97M-V/def2-TZVPD

Geometry as XYZ:
```
96
Properties=species:S:1:pos:R:3:lowdin_spin:R:1
V 10.14777 -16.72725 -2.31736 2.884
V 11.89017 -14.43285 -7.16020 2.832
O 10.42815 -15.84500 -6.60024 0.021
P 9.75364 -16.94239 -5.80073 0.011
O 10.11683 -17.27493 -4.33808 0.030
F 9.68997 -18.26485 -6.70018 0.000
F 8.24604 -16.53940 -5.70785 0.002
O 12.61963 -15.03218 -5.14558 0.023
P 13.12390 -15.66236 -3.88198 0.008
O 12.23111 -16.24741 -2.81902 0.029
F 14.10602 -14.60149 -3.30398 0.001
F 13.99529 -16.88841 -4.39026 0.001
C 13.23009 -17.38638 -8.03152 0.004
O 13.06398 -16.16870 -7.85442 0.025
N 13.02674 -17.98365 -9.21106 0.002
N 13.64429 -18.21075 -7.08645 0.002
H 13.10103 -18.97472 -9.35589 0.000
H 12.77964 -17.38853 -9.98477 0.000
H 13.69428 -17.67446 -6.23738 0.000
H 13.94688 -19.16537 -7.14475 0.000
C 10.63322 -11.87930 -5.81968 0.006
O 10.57163 -12.98953 -6.34283 0.034
N 10.35340 -11.62494 -4.52533 0.001
N 10.88071 -10.76981 -6.46298 0.001
H 9.95994 -12.34584 -3.94474 0.000
H 10.71025 -10.80292 -4.07189 0.000
H 11.14933 -10.73264 -7.43215 0.000
H 10.89858 -9.90830 -5.94599 0.000
C 9.12720 -13.28137 -10.49604 0.001
C 9.69471 -14.17694 -9.38534 0.006
C 9.50010 -15.70970 -9.67859 0.001
O 8.14542 -16.07207 -9.45757 0.000
C 7.87213 -17.44379 -9.76753 0.000
N 11.14468 -13.84134 -9.09097 0.019
H 9.68119 -13.39294 -11.43139 0.000
H 8.98027 -12.24027 -10.20811 0.000
H 8.12022 -13.59564 -10.77834 0.000
H 9.08696 -13.88077 -8.52886 0.000
H 10.06948 -16.26209 -8.92830 0.001
H 9.85609 -15.84640 -10.70338 0.000
H 8.61493 -18.11078 -9.32569 0.000
H 7.66056 -17.60944 -10.82269 0.000
H 6.96663 -17.55253 -9.16793 0.000
H 11.15294 -12.82443 -9.07069 0.004
H 11.48335 -14.01699 -10.03509 0.002
C 4.33090 -19.30181 -4.62054 0.000
C 5.43013 -18.59176 -5.43466 0.000
C 5.07349 -17.18981 -5.96614 0.000
O 3.88926 -17.11856 -6.72536 0.000
C 3.07736 -15.94406 -6.57513 0.000
N 6.52959 -18.56799 -4.41643 0.001
H 4.09565 -18.68091 -3.75263 0.000
H 4.63913 -20.21668 -4.11245 0.000
H 3.41508 -19.44435 -5.19516 0.000
H 5.72483 -19.28694 -6.22489 0.000
H 5.94442 -16.90459 -6.56508 0.000
H 5.01867 -16.44859 -5.16250 0.000
H 3.11350 -15.82298 -5.48680 0.000
H 2.01976 -16.14562 -6.73242 0.000
H 3.42601 -15.04713 -7.08427 0.000
H 7.12727 -17.83331 -4.78170 0.000
H 7.00149 -19.46270 -4.53453 0.000
C 7.27341 -19.77005 -0.95549 0.000
C 8.52625 -18.93154 -1.17978 0.005
C 9.57129 -19.65503 -1.94753 0.002
O 10.74801 -18.85718 -1.94898 0.010
C 11.91494 -19.55568 -2.46204 0.001
N 8.29884 -17.70034 -1.92334 0.020
H 7.45095 -20.71498 -0.44215 0.000
H 6.80649 -19.99877 -1.91544 0.000
H 6.57665 -19.24346 -0.30218 0.000
H 8.83230 -18.70031 -0.15565 0.001
H 9.17628 -19.85745 -2.94831 0.000
H 9.82429 -20.60011 -1.46315 0.000
H 11.87252 -19.80737 -3.52221 0.000
H 12.06149 -20.50582 -1.94677 0.000
H 12.80650 -18.96101 -2.27757 0.000
H 7.60295 -17.20279 -1.36989 0.006
H 7.72582 -18.00539 -2.71706 0.003
C 9.22681 -20.96353 -7.22711 0.000
C 8.43670 -21.89778 -6.37263 0.000
C 9.26261 -23.01176 -5.66597 0.000
O 9.41507 -24.01459 -6.62016 0.000
C 10.31995 -25.09929 -6.30631 0.000
N 7.77391 -21.03754 -5.33439 0.000
H 10.08958 -20.59240 -6.67807 0.000
H 8.60426 -20.14992 -7.59780 0.000
H 9.47336 -21.53461 -8.12560 0.000
H 7.61699 -22.38103 -6.90841 0.000
H 8.71987 -23.26917 -4.75260 0.000
H 10.18893 -22.48213 -5.41754 0.000
H 10.34788 -25.37489 -5.25165 0.000
H 11.35061 -24.88701 -6.59848 0.000
H 10.02887 -25.96263 -6.90112 0.000
H 7.25514 -21.72536 -4.78735 0.000
H 6.97113 -20.64226 -5.81557 0.000
```

- ΔE to the lowest compared entry with this formula, charge and spin (kJ/mol) = 0.0
- calculated total energy (hartree) = -4877.61925
- max |F| (hartree/bohr) = 0.056
- molar mass (g/mol) = 780.488
- net charge = +2
- <S²> = 12.007
- HOMO level (spin up / spin down) (eV) = -13.10 / -13.35
- gap between HOMO and LUMO (spin up / spin down) (eV) = 7.39 / 7.62
- spin multiplicity = 7

# 2
Formula: C18H52F6O8P
Source: the Open Molecules 2025 dataset
Level of theory: ωB97M-V/def2-TZVPD

Geometry as XYZ:
```
85
Properties=species:S:1:pos:R:3:lowdin_charge:R:1
P -0.42890 -0.45584 0.03834 0.200
F -0.65405 -0.96566 1.59346 -0.175
F -1.07666 0.97167 0.48989 -0.169
F 1.00534 0.16080 0.43121 -0.144
F -0.29590 0.12698 -1.47985 -0.155
F 0.29533 -1.89314 -0.22093 -0.153
F -1.84658 -1.05891 -0.37506 -0.134
C -5.10959 1.16057 1.82078 -0.082
C -3.78919 0.52815 2.20569 -0.298
O -3.80471 0.18415 3.60724 -0.105
H -5.43122 0.80113 0.83863 0.067
H -5.03107 2.23538 1.63409 0.061
H -5.89567 1.02595 2.56098 0.070
H -2.98388 1.26579 2.12236 0.092
H -3.49893 -0.38145 1.67780 0.102
H -3.19071 -0.54606 3.71927 0.069
C -3.08643 4.62188 -1.50327 -0.069
C -2.39798 3.32023 -1.99534 -0.271
O -1.07486 3.26754 -1.48026 -0.102
H -2.43553 5.26924 -0.91645 0.062
H -3.91605 4.35354 -0.84766 0.061
H -3.45451 5.24804 -2.31626 0.061
H -2.37340 3.35686 -3.08695 0.103
H -2.99363 2.46283 -1.68365 0.110
H -0.87149 2.32762 -1.37023 0.059
C -1.27920 -5.58825 -0.59150 -0.090
C -0.11652 -5.19637 0.32424 -0.317
O -0.62250 -4.32081 1.31492 -0.089
H -1.07830 -6.50144 -1.16105 0.069
H -1.50917 -4.71885 -1.20465 0.048
H -2.17337 -5.83692 -0.01919 0.071
H 0.72395 -4.74771 -0.21437 0.105
H 0.25782 -6.06062 0.88395 0.104
H -0.54601 -3.40629 1.01520 0.042
O 4.19006 0.17009 1.52676 -0.092
H 3.94251 0.11625 0.58376 -0.003
H 3.36559 0.37984 2.00502 -0.011
C -1.01409 4.31552 1.84250 -0.071
C 0.41447 4.68716 1.47465 -0.497
C 1.38685 3.57498 1.87442 -0.051
O 0.51639 5.01349 0.09752 -0.060
H -1.42812 3.48913 1.26699 0.058
H -1.59638 5.22079 1.63421 0.075
H -1.19862 4.10743 2.89916 0.078
H 0.58534 5.56080 2.11608 0.128
H 1.04470 2.62352 1.47455 0.064
H 1.63706 3.63513 2.93812 0.074
H 2.40739 3.76018 1.51512 0.078
H 0.02928 4.30747 -0.38137 0.050
C 2.39167 -0.63421 5.70775 -0.055
C 1.42719 -0.31801 4.57453 -0.471
C 0.41168 0.78835 4.93647 -0.048
O 2.15672 0.08308 3.40679 -0.075
H 3.09674 0.16696 5.91180 0.083
H 2.80657 -1.61926 5.48663 0.078
H 1.83480 -0.84315 6.62713 0.072
H 0.85832 -1.21532 4.31635 0.133
H 0.97479 1.70361 5.12845 0.076
H -0.16003 0.46906 5.81005 0.073
H -0.28366 1.00030 4.12310 0.068
H 1.47964 0.01735 2.71486 0.065
C 1.11185 -3.34108 -5.49104 -0.073
C -0.32901 -3.35319 -5.01300 -0.474
C -0.50894 -4.27175 -3.82601 -0.071
O -0.65054 -2.01956 -4.59839 -0.059
H 1.38840 -2.71590 -6.33883 0.078
H 1.37519 -4.34747 -5.86174 0.077
H 1.87343 -3.23605 -4.71637 0.063
H -0.98953 -3.65021 -5.82889 0.135
H -1.47107 -4.23826 -3.32322 0.071
H 0.25018 -4.06719 -3.06349 0.082
H -0.30781 -5.29599 -4.16078 0.085
H -0.27671 -1.83543 -3.73053 0.073
C 3.49225 -0.88746 -3.43368 -0.067
C 3.61353 0.06853 -2.26183 -0.478
C 2.77990 1.31061 -2.55094 -0.052
O 3.16879 -0.56751 -1.08070 -0.070
H 4.06935 -1.79605 -3.21875 0.081
H 3.89317 -0.39411 -4.31952 0.084
H 2.50788 -1.34394 -3.54140 0.059
H 4.66874 0.33097 -2.17213 0.140
H 2.56298 1.93368 -1.67809 0.081
H 1.76967 0.97788 -2.81337 0.070
H 3.18755 1.96659 -3.31953 0.078
H 2.22745 -0.79770 -1.08055 0.064
```

- ΔE to the lowest compared entry with this formula, charge and spin (kJ/mol) = 79.4
- calculated total energy (hartree) = -2259.75967
- max |F| (hartree/bohr) = 0.045
- molar mass (g/mol) = 541.568
- net charge = -1
- HOMO level (eV) = -7.32
- gap between HOMO and LUMO (eV) = 10.02
- spin multiplicity = 1

Question: What is the max |F| in the first record?
Answer: 0.056 hartree/bohr

Question: net charge of number 1 (C18H52F4N8O10P2V2)?
Answer: +2